Record 1
The following is a DFT calculation (the ωB97M-V functional and the def2-TZVPD basis) of 3 unconnected molecules or ions with the total composition C20H49B3N2O11S.

XYZ file:
```
86
Properties=species:S:1:pos:R:3:lowdin_charge:R:1
B -0.636 -0.352 1.537 -0.659
O 3.422 4.931 -3.243 -0.192
O 0.507 -8.587 0.980 -0.195
H 2.798 5.215 -7.115 0.127
H 1.005 -0.846 5.049 0.075
S -0.504 3.190 -0.450 0.688
C 3.741 3.115 -4.787 -0.181
C -0.635 4.127 1.057 -0.133
H 2.576 -0.103 4.795 0.071
H 2.632 4.904 -1.324 0.070
N -0.001 -0.715 2.739 0.150
C 2.610 5.500 -2.240 -0.113
H 2.997 6.498 -2.037 0.086
O -0.107 0.663 0.720 0.303
O 3.187 3.587 -6.008 -0.127
B -1.025 1.428 0.078 -0.556
C -1.491 -7.274 1.247 -0.181
H -1.330 -9.145 0.221 0.128
N -5.777 3.146 4.856 -0.022
H 1.494 0.728 2.875 0.115
O 5.945 4.969 -6.113 -0.193
H 3.519 5.585 -5.536 0.124
C 3.016 3.612 -3.556 -0.211
H -4.446 -1.553 0.576 0.114
H -6.129 0.017 1.472 0.121
H 7.401 5.691 -7.404 0.086
C -0.899 -8.660 1.108 -0.213
O -1.471 3.734 -1.375 -0.320
H 2.184 -9.716 0.928 0.088
H -2.561 -7.346 1.049 0.128
H -0.551 -3.048 0.508 0.085
C -5.858 2.533 2.468 -0.194
H 1.150 -2.840 1.018 0.084
H 0.738 -10.532 0.291 0.088
H -1.168 -9.258 1.989 0.130
H 0.933 -10.315 2.046 0.089
H -6.854 2.535 2.021 0.110
H -1.633 4.017 1.479 0.069
H -4.718 -0.197 -0.524 0.119
C 1.113 -9.854 1.067 -0.113
C 0.067 -4.772 2.384 -0.211
O -1.857 -0.900 1.162 0.303
O -1.386 -6.739 2.558 -0.125
H -0.160 -1.691 2.969 0.118
C -5.919 2.026 3.919 -0.289
H 1.568 5.575 -2.571 0.090
H 3.633 2.030 -4.824 0.126
H 2.336 -1.781 4.341 0.068
H 7.955 4.877 -5.924 0.087
H -0.870 -4.210 2.510 0.132
C 7.210 4.858 -6.716 -0.118
H 3.236 2.943 -2.713 0.126
C -4.298 -0.479 0.445 -0.055
H 2.052 -0.793 2.216 0.113
H -5.164 1.247 4.079 0.095
H -5.723 2.809 5.810 0.060
O -2.289 1.012 -0.168 0.292
C 1.405 -0.352 2.981 -0.242
H -0.467 5.162 0.757 0.078
H 0.851 -4.279 2.980 0.125
H 0.777 -3.562 -0.559 0.098
C 1.856 -0.802 4.369 -0.083
B -2.777 -0.140 0.473 -0.494
C -4.901 1.776 1.541 -0.208
O 0.899 3.142 -0.805 -0.333
C 4.902 4.985 -7.068 -0.214
H 7.305 3.920 -7.277 0.088
H 5.010 4.139 -7.759 0.129
H 1.932 3.581 -3.729 0.131
H -5.548 3.581 2.510 0.103
H 0.140 3.801 1.748 0.073
H 4.804 3.359 -4.719 0.122
H 0.694 -6.816 2.573 0.125
H -4.752 -0.146 2.532 0.107
C 3.552 4.902 -6.389 -0.186
H -5.072 2.119 0.516 0.126
H 4.952 5.914 -7.655 0.126
C -5.065 0.258 1.566 -0.203
H -4.908 3.638 4.679 0.059
C -0.130 -6.180 2.904 -0.181
H -6.892 1.571 4.113 0.109
O 0.445 -4.787 1.023 -0.178
H -0.122 -6.136 3.995 0.128
C 0.450 -3.490 0.476 -0.090
H -3.867 2.055 1.778 0.109
H -1.043 -6.604 0.509 0.124
```

Results
Maximum force (eV/A): 1.17
Electronic energy (Eh): -2201.53786

Record 2
The following is a DFT calculation (the ωB97M-V functional and the def2-TZVPD basis) of a molecular structure, C3H5ClN2.

XYZ file:
```
11
Properties=species:S:1:pos:R:3:lowdin_charge:R:1
H -1.225 0.523 -1.539 0.093
H 1.086 -0.283 1.682 0.084
N -0.123 1.553 -0.252 -0.002
H -2.005 0.778 -0.085 0.128
C -0.472 -0.816 -0.068 -0.064
C 1.237 -0.071 0.616 -0.615
Cl 2.678 -0.780 -0.162 0.554
C -1.023 0.492 -0.510 -0.294
H -0.226 -1.666 -0.816 0.113
N 0.963 1.289 0.237 -0.052
H -0.890 -1.020 0.896 0.055
```

Results
Maximum force (eV/A): 4.87
Electronic energy (Eh): -686.90655

Record 3
The following is a DFT calculation (the ωB97M-V functional and the def2-TZVPD basis) of 14 unconnected molecules or ions with the total composition C4H36NO15.

XYZ file:
```
56
Properties=species:S:1:pos:R:3:lowdin_charge:R:1
H 3.338 -1.061 1.025 0.006
H 2.116 0.395 -3.611 0.023
O 2.275 2.117 -0.223 -0.067
O 2.683 1.048 -4.022 -0.049
O -3.803 2.699 -1.257 -0.044
O -1.547 3.357 -2.682 -0.045
H -0.867 0.839 -0.738 0.127
H 1.157 1.798 -1.661 -0.001
H 0.173 1.972 2.906 0.145
H -1.698 -1.388 0.960 0.051
H 0.724 -2.182 -0.182 0.084
C -0.673 1.669 1.225 -0.427
H -3.598 -0.811 4.104 0.046
O -1.014 2.805 1.171 0.172
O -1.949 -1.217 -2.692 -0.040
O 0.499 1.673 -2.352 -0.076
H -1.560 -0.426 -3.073 0.046
H 1.403 0.533 0.283 0.101
H -2.821 -1.970 3.540 0.022
H 3.179 0.137 3.041 0.087
H -0.255 -2.059 3.326 0.032
H -1.550 -3.212 1.517 0.005
O 4.297 1.040 -1.563 -0.038
O 2.518 -0.216 2.427 -0.060
O 3.826 -1.250 0.203 -0.056
H -0.719 -3.925 -0.894 0.082
H 1.894 -0.459 3.145 0.051
H -2.664 -0.021 1.230 0.090
H -4.071 3.310 -0.564 0.058
H -4.629 2.377 -1.634 0.057
N 0.646 -0.155 0.348 0.069
O -0.035 1.198 2.361 0.051
H 0.714 -0.625 1.250 0.117
H 3.095 1.760 -0.682 0.027
H 1.841 -1.196 -1.103 0.085
H 2.172 1.858 -4.086 0.042
H -0.018 2.416 -2.711 0.022
O -0.024 -1.126 3.412 -0.051
H -2.499 -1.641 -3.355 0.061
H 0.101 -1.345 -1.460 0.075
O -1.204 -3.300 -0.346 -0.055
H 4.034 1.188 -2.482 0.041
H 4.699 -1.526 0.499 0.070
C -1.900 -0.401 0.557 -0.004
H -2.370 -0.604 -0.405 0.070
O -3.205 -1.120 3.293 -0.042
C 0.845 -1.230 -0.679 0.012
C -0.693 0.473 0.270 -0.214
H -0.758 -0.521 3.521 0.033
H -1.873 -2.884 -0.904 0.050
H -1.514 4.015 -1.992 0.059
H 4.110 0.196 -1.148 0.008
H -2.261 2.721 -2.591 0.023
H -1.626 -4.417 2.318 0.070
H 2.560 2.160 0.696 0.066
O -1.499 -3.468 2.463 -0.064
```

Results
Maximum force (eV/A): 2.17
Total charge: +1
Electronic energy (Eh): -1357.17345

Record 4
The following is a DFT calculation (the ωB97M-V functional and the def2-TZVPD basis) of a molecular structure, C46H44ClN2O11P2S3Ti.

XYZ file:
```
110
Properties=species:S:1:pos:R:3:lowdin_charge:R:1
H 0.075 4.133 1.654 0.094
H 3.216 -5.148 -2.208 0.102
H -4.510 -2.141 -1.228 0.114
O -0.331 4.264 -0.764 -0.396
C 0.411 -2.395 4.509 -0.074
C 0.387 -0.235 -3.821 -0.298
H 3.799 -0.559 3.850 0.099
C 3.058 -4.265 -1.601 -0.062
C 5.432 0.776 3.455 -0.089
O -2.186 5.164 0.435 -0.289
C -4.188 0.524 -0.153 -0.087
C 2.210 3.824 1.833 -0.181
H -2.577 -4.490 1.368 0.086
O -0.923 2.503 -2.744 -0.396
C -4.110 0.475 2.243 -0.145
H 6.954 2.135 2.792 0.097
H -3.982 -2.623 -3.587 0.110
C 3.913 -0.058 1.767 -0.363
N 1.900 2.647 -0.313 -0.026
Cl -1.823 4.342 -0.674 0.753
P 2.278 -0.728 1.275 1.108
O -1.654 0.631 -1.533 -0.390
H 2.368 1.834 0.080 0.048
O -2.176 2.926 -0.371 -0.403
H -5.614 3.305 1.159 0.102
C -5.131 2.337 1.121 -0.088
C -3.182 -2.539 -2.861 -0.047
C 4.129 -3.445 -1.257 -0.064
C 2.620 -3.010 2.946 -0.084
C 1.134 -3.550 4.757 -0.085
H 4.307 0.654 -0.230 0.108
C -4.776 1.688 2.299 -0.096
H -1.684 -1.280 -6.977 0.085
H 5.126 -3.678 -1.610 0.103
H 2.791 -4.774 4.146 0.100
C 0.767 3.600 2.309 -0.166
C -2.471 -2.158 -0.582 -0.373
H 2.859 3.040 2.246 0.103
H -6.472 -5.831 2.567 0.093
H -3.812 -0.017 3.164 0.097
H 0.205 -0.663 3.265 0.086
C 1.598 -2.814 -0.382 -0.370
H 3.475 -3.262 2.327 0.113
C -4.072 -2.959 1.545 -0.353
S 1.472 0.392 -2.668 0.545
C -0.847 -2.633 -2.314 -0.061
H -3.924 0.119 -1.118 0.076
H -1.612 -2.845 -4.297 0.100
H 0.636 -2.187 -6.601 0.085
H -5.759 -1.669 1.883 0.095
P -2.822 -1.667 1.153 1.111
H -4.111 -6.323 1.988 0.098
C 2.666 -2.026 0.027 -0.361
S 0.016 -2.463 0.375 0.908
H 0.173 -2.752 -2.634 0.096
C 2.396 3.875 0.325 -0.223
H -7.275 -3.490 2.529 0.096
C 6.112 1.517 2.503 -0.099
C -4.477 -5.304 1.959 -0.090
C -1.864 -2.692 -3.257 -0.056
H 0.667 4.038 3.304 0.108
H 3.458 4.010 0.101 0.113
C 0.338 2.131 2.412 -0.223
H -4.989 2.145 3.258 0.096
H 1.937 -1.459 -4.651 0.103
H 5.754 0.795 4.489 0.099
C 1.785 -3.952 -1.153 -0.067
C -3.816 -0.134 1.018 -0.382
H -0.467 -2.162 5.098 0.103
C 1.904 -1.843 2.689 -0.410
O -2.400 4.797 -1.881 -0.244
H 2.569 4.775 2.237 0.110
N -0.370 1.600 1.224 -0.017
O 1.628 1.846 -2.898 -0.345
C 5.702 1.471 1.176 -0.085
C -5.800 -5.029 2.290 -0.108
H 1.219 1.510 2.577 0.073
C -5.390 -2.688 1.896 -0.091
H 6.225 2.049 0.423 0.104
C -1.158 -2.396 -0.983 -0.343
H 2.140 2.656 -1.315 0.068
C 2.239 -3.858 3.971 -0.076
O -3.134 1.521 -3.313 -0.264
O -0.337 -3.703 1.151 -0.492
H -0.311 2.013 3.283 0.113
H 1.848 4.720 -0.089 0.107
C 4.613 0.695 0.814 -0.127
C -3.618 -4.280 1.597 -0.089
C 4.331 0.004 3.093 -0.085
H 0.947 -4.601 -1.366 0.120
C 0.796 -1.548 3.476 -0.113
H -0.279 0.582 1.207 0.047
C -3.478 -2.271 -1.533 -0.086
H -1.363 1.805 1.311 0.082
C -1.130 -1.005 -6.089 -0.131
C 0.922 -1.110 -4.794 -0.109
O 2.711 -0.351 -2.699 -0.298
S -1.788 1.260 -2.894 0.569
H -5.050 2.274 -1.023 0.114
C -4.829 1.755 -0.099 -0.077
H -2.698 0.212 -5.295 0.107
C -0.994 0.243 -4.013 -0.281
C 3.937 -2.345 -0.433 -0.081
O 0.844 0.310 -1.266 -0.475
Ti -0.153 2.029 -0.943 1.004
H 0.827 -4.221 5.549 0.099
C 0.197 -1.505 -5.884 -0.123
C -1.691 -0.164 -5.163 -0.110
C -6.250 -3.718 2.264 -0.099
H 4.787 -1.740 -0.149 0.099
```

Results
Multiplicity: 3
Maximum force (eV/A): 1.01
Total charge: -1
Electronic energy (Eh): -5903.32644

Record 5
The following is a DFT calculation (the ωB97M-V functional and the def2-TZVPD basis) of a molecular structure, C6H15N6O.

XYZ file:
```
28
Properties=species:S:1:pos:R:3:lowdin_charge:R:1
H -0.689 -0.521 1.607 0.100
H -0.463 1.075 -2.919 0.098
H -2.713 -1.862 -0.252 0.127
H -0.267 -1.727 -1.176 0.162
C -0.079 -0.925 -0.446 -0.288
H 2.017 2.302 0.486 0.178
H 1.721 -2.890 -0.115 0.104
H 3.945 0.992 0.734 0.147
N -0.483 0.299 -1.100 -0.126
H -2.509 0.372 -0.671 0.072
H 3.719 -0.739 0.489 0.126
H -0.697 -2.221 1.161 0.125
C -0.936 -1.218 0.807 -0.112
C 2.064 0.318 0.271 -0.231
C 1.377 -0.969 -0.046 -0.227
H 0.039 2.554 -0.827 0.146
N 3.355 0.211 0.495 0.228
H -2.979 -1.413 1.441 0.128
H -1.683 2.270 0.750 0.105
N 0.005 0.362 -2.377 0.027
O -2.876 0.147 0.197 -0.078
N 2.119 -1.983 0.101 0.216
N -0.728 2.059 1.005 0.111
H -0.695 1.425 1.791 0.091
C -2.446 -1.140 0.526 -0.248
N 1.450 1.482 0.282 0.160
C 0.088 1.769 -0.068 -0.231
H 1.018 0.382 -2.485 0.091
```

Results
Maximum force (eV/A): 3.53
Total charge: +1
Electronic energy (Eh): -641.10632

Record 6
The following is a DFT calculation (the ωB97M-V functional and the def2-TZVPD basis) of a single C26H32N6O4 molecule.

XYZ file:
```
68
Properties=species:S:1:pos:R:3:lowdin_charge:R:1
H -3.704 -2.744 0.629 0.107
H 1.554 0.895 -2.825 0.129
H -2.909 0.425 -7.442 0.100
C -0.820 0.829 -1.626 -0.141
C -2.601 3.601 -3.824 -0.085
H -2.009 0.993 3.356 0.120
H -0.720 0.487 0.510 0.108
H 0.017 -2.062 2.023 0.075
N 0.247 -0.481 3.966 0.065
C 4.516 -0.584 2.373 -0.175
C 2.250 0.165 2.835 -0.124
N -0.404 0.119 -2.813 -0.093
C 2.476 1.228 3.776 -0.411
H 4.061 -2.660 2.001 0.074
H 2.540 -0.990 -1.582 0.114
H -2.087 -3.174 2.428 0.116
C -2.412 -2.162 2.229 -0.059
O 3.401 2.014 3.783 0.081
H 1.322 1.354 0.894 0.126
C 0.388 0.520 4.919 -0.480
H -1.903 0.942 -1.631 0.127
C -1.823 1.412 -4.390 -0.195
N 1.482 1.316 4.759 0.216
H -0.932 -0.977 -0.471 0.123
C 3.176 0.286 0.555 -0.420
N 0.951 -1.687 2.080 0.217
C 1.832 0.834 0.081 -0.078
C -0.992 -0.776 -4.943 -0.025
H -3.068 2.297 -5.894 0.100
C -2.486 1.434 -5.609 -0.031
H -4.473 -0.445 0.178 0.106
H -1.553 -1.564 -6.848 0.100
C -1.065 0.277 -4.033 -0.160
H -1.362 -1.094 5.064 0.134
H 4.842 0.052 3.200 0.120
C -1.924 -1.113 2.999 -0.221
H 3.645 -2.116 3.630 0.066
C -1.635 -0.732 -6.165 -0.098
C -3.285 0.418 1.736 -0.079
C 1.148 -0.656 2.941 -0.214
H -2.238 4.086 -4.736 0.097
C -2.392 0.374 -6.496 -0.097
H -2.474 4.281 -2.982 0.095
C 4.377 -2.031 2.829 -0.067
C -3.762 -0.632 0.967 -0.088
N 3.255 -0.066 1.858 -0.002
H 1.325 -0.604 -3.737 0.120
C -3.329 -1.922 1.219 -0.079
H 5.239 -0.509 1.559 0.118
C 1.033 -0.076 -2.830 -0.131
H -0.365 1.829 -1.556 0.127
C -0.917 -1.350 4.096 -0.077
N 1.012 -0.300 -0.344 -0.182
C -0.413 -0.014 -0.411 -0.159
H -0.593 -2.395 4.125 0.136
C -2.372 0.178 2.747 -0.033
O 4.094 0.116 -0.225 0.059
H 2.033 1.548 -0.727 0.126
H -0.421 -1.650 -4.670 0.113
H 1.003 -1.886 -1.666 0.127
H 5.334 -2.391 3.196 0.072
H 1.601 2.050 5.448 0.171
H -3.628 1.424 1.550 0.108
C 1.454 -0.891 -1.604 -0.144
H 1.380 -1.548 1.167 0.095
O -0.408 0.673 5.817 0.080
H -3.664 3.362 -3.937 0.097
O -1.844 2.462 -3.504 -0.115
```

Results
Maximum force (eV/A): 0.69
Electronic energy (Eh): -1639.52025

Record 7
The following is a DFT calculation (the ωB97M-V functional and the def2-TZVPD basis) of a single C3H8N4 molecule.

XYZ file:
```
15
Properties=species:S:1:pos:R:3:lowdin_charge:R:1
H 1.599 -1.514 0.538 0.095
H -1.157 -1.254 1.496 0.125
H -0.436 2.428 0.312 0.097
H -2.523 -0.253 -0.662 0.064
H 2.444 0.921 -1.135 0.047
C 1.672 -0.484 0.197 -0.264
H -1.511 -1.452 -1.154 0.078
H 3.000 -0.811 -1.406 0.037
N 0.918 0.527 0.783 0.052
N -1.063 -0.735 0.639 -0.066
C 2.410 -0.114 -0.840 -0.008
N -1.021 1.607 0.300 0.140
H -1.968 1.749 0.624 0.093
N -2.013 -1.077 -0.347 0.009
C -0.352 0.462 0.655 -0.499
```

Results
Maximum force (eV/A): 1.12
Electronic energy (Eh): -338.05593

Record 8
The following is a DFT calculation (the ωB97M-V functional and the def2-TZVPD basis) of 2 unconnected molecules or ions with the total composition C6H17NOS2.

XYZ file:
```
27
Properties=species:S:1:pos:R:3:lowdin_charge:R:1
C -0.809 1.405 0.750 -0.222
S 0.248 -3.709 -0.851 0.736
C 0.450 -0.463 -0.336 -0.221
H -1.489 1.049 -2.875 -0.231
C 1.626 1.218 1.113 -0.065
H 2.028 -2.623 0.377 0.074
O -2.268 0.521 -3.089 -0.569
H -2.768 1.838 -0.016 0.094
H -0.366 -0.496 -1.064 0.107
H -1.785 0.969 -1.187 0.006
H 0.064 2.921 -1.082 -0.070
H 0.638 -1.036 1.749 0.105
H 2.000 2.228 0.986 0.081
C 0.957 -2.772 0.533 -0.569
H -2.451 0.118 0.189 0.089
H 2.425 0.505 0.918 0.106
H 1.244 1.083 2.122 0.096
C 0.253 -1.449 0.812 -0.251
H 0.846 -3.432 1.394 0.069
H -0.814 -1.632 0.949 0.116
H -0.697 2.471 0.962 0.119
H 0.697 -2.918 -1.838 -0.136
C -2.004 1.067 -0.105 -0.090
H -0.823 0.890 1.713 0.116
N 0.522 0.990 0.125 -0.570
S 0.889 1.907 -1.376 0.962
H 1.384 -0.649 -0.874 0.115
```

Results
Maximum force (eV/A): 0.89
Electronic energy (Eh): -1164.98999